{
  "formula": "CH3N5O2",
  "method": "the ωB97M-V functional and the def2-TZVPD basis",
  "species": ["N", "N", "O", "N", "N", "C", "N", "O", "H", "H", "H"],
  "xyz": [[-0.40725, 1.21697, 0.28218], [0.39726, 0.39210, -0.46839], [1.86290, 0.68448, -0.45991], [2.37647, -0.54374, 0.05794], [1.61884, -1.52386, 0.15105], [0.26123, -0.85321, -0.17246], [-0.77680, -1.38749, -0.10773], [-1.94427, -0.43654, -0.21776], [-0.06023, 1.42316, 1.20718], [-0.85743, 2.22369, -0.03339], [-2.47072, -1.19555, -0.23871]],
  "nbo_charge": [-0.6273, -0.0487, -0.2252, 0.1541, -0.1249, 0.3846, -0.1846, -0.5549, 0.3547, 0.3975, 0.4747],
  "relative_energy_ev": 4.451,
  "gap_ev": 9.952,
  "smiles": "Nn1onn/c1=N/O",
  "largest_force_ev_per_a": 9.196,
  "e_lumo_ev": 0.2
}